Density functional theory data (ωB97M-V/def2-TZVPD) for a molecular structure, Ag3F at a distorted geometry.

Geometry as XYZ:
```
4
Properties=species:S:1:pos:R:3:nbo_charge:R:1
Ag -1.035 0.714 -1.375 0.98
Ag 1.171 -0.801 -0.374 0.95
Ag -0.249 -0.584 1.583 0.97
F 0.113 0.670 0.167 -0.90
```

* electronic energy: -14691.953 eV
* largest force on an atom: 7.404 eV Å⁻¹
* relative energy (zero: lowest compared OMol25 entry of this formula, charge and spin): 3.124 eV
* frontier orbital gap: 9.6 eV
* charge: +2